# 1
Here is 3 unconnected molecules or ions with the total composition C28H59N2O3S from OMol25. Energies are from ωB97M-V/def2-TZVPD.

Last column: Mulliken charge in e.
Geometry (Å):
C (2.51820, 5.59414, -3.30409)  -0.842
C (1.49838, 5.70814, -4.44822)  -0.589
C (0.05592, 5.39498, -4.04215)  -0.841
C (-0.43052, 3.92210, -4.13720)  -0.583
C (0.59124, 2.81713, -4.46831)  -0.468
C (0.44806, 1.56252, -3.59486)  -0.882
C (0.53185, 1.80960, -2.08089)  -0.780
S (1.99670, 1.17412, -1.25277)  0.139
C (3.44151, 2.12481, -1.94784)  0.252
O (4.42151, 1.23913, -2.28699)  -0.409
C (4.84111, 1.27423, -3.66603)  -0.087
C (5.86624, 2.36470, -3.92022)  -1.074
H (3.41563, 5.04826, -3.60065)  0.110
H (2.08350, 5.11369, -2.42298)  0.216
H (2.85799, 6.57818, -2.98548)  0.404
H (1.51048, 6.73328, -4.81526)  0.434
H (1.81129, 5.09069, -5.28964)  0.388
H (-0.60063, 6.00497, -4.66027)  0.356
H (-0.09794, 5.75307, -3.02169)  0.359
H (-1.22105, 3.88112, -4.88461)  0.405
H (-0.93433, 3.65971, -3.20430)  0.352
H (1.62446, 3.16597, -4.43806)  0.077
H (0.42859, 2.48243, -5.49311)  0.332
H (1.23021, 0.85283, -3.87721)  0.459
H (-0.49641, 1.06569, -3.81278)  0.435
H (0.50224, 2.86615, -1.80949)  0.595
H (-0.27980, 1.32088, -1.54148)  0.510
H (2.16895, -0.01313, -1.86018)  0.156
H (3.04512, 2.70698, -2.77989)  -0.360
H (3.72331, 2.78646, -1.12834)  0.451
H (5.25985, 0.29087, -3.86106)  0.393
H (3.96345, 1.38824, -4.31069)  0.165
H (5.82420, 2.67531, -4.96367)  0.334
H (6.87341, 2.00980, -3.71708)  0.317
H (5.67193, 3.24202, -3.30342)  0.317
C (0.85090, -2.95276, 0.80740)  -1.677
C (0.46693, -3.15804, -0.65863)  1.856
C (-0.35002, -1.97090, -1.16956)  -0.351
C (-1.74562, -1.88837, -0.55257)  0.552
C (-2.51304, -3.19234, -0.77627)  -1.711
C (-1.75454, -4.45298, -0.33682)  1.718
N (-0.35338, -4.38842, -0.87902)  0.625
O (-0.24329, -4.84657, -2.06469)  -0.650
C (-1.78037, -4.60934, 1.18714)  -1.331
C (-2.41856, -5.68888, -0.92970)  -1.844
C (1.75854, -3.29690, -1.45514)  -1.809
H (1.63100, -2.18930, 0.86938)  0.427
H (0.04085, -2.59660, 1.43171)  0.053
H (1.24527, -3.87025, 1.24545)  0.337
H (-0.44125, -2.04513, -2.25946)  0.668
H (0.21726, -1.05763, -0.94721)  -0.923
H (-1.68476, -1.65309, 0.51154)  -0.526
H (-2.30079, -1.06918, -1.01788)  0.544
H (-3.46085, -3.16433, -0.23385)  0.464
H (-2.75742, -3.28680, -1.83858)  0.417
H (-1.14856, -5.44480, 1.49258)  0.353
H (-2.80342, -4.83155, 1.49278)  0.502
H (-1.47633, -3.72329, 1.73414)  0.002
H (-2.53023, -5.61416, -2.00726)  0.402
H (-3.40749, -5.79625, -0.48138)  0.406
H (-1.83829, -6.58422, -0.70830)  0.430
H (2.31923, -4.17424, -1.13356)  0.443
H (2.38099, -2.41552, -1.26702)  0.326
H (1.57464, -3.38442, -2.52251)  0.391
C (-0.11487, 0.21298, 5.87714)  -1.767
C (-0.54794, 0.24341, 4.40853)  1.729
C (-1.38584, 1.48797, 4.10615)  -1.205
C (-2.76767, 1.44493, 4.75365)  -0.556
C (-3.52950, 0.18124, 4.35727)  -1.204
C (-2.75137, -1.12224, 4.58113)  1.732
N (-1.36493, -0.95648, 4.02512)  0.077
O (-1.27862, -1.24312, 2.78502)  -0.223
C (-2.72880, -1.51367, 6.06110)  -1.703
C (-3.42234, -2.26433, 3.82678)  -2.033
C (0.72348, 0.23364, 3.56777)  -1.891
H (0.67088, 0.95533, 6.01982)  0.478
H (-0.90714, 0.46040, 6.57462)  0.326
H (0.29038, -0.76359, 6.14291)  0.360
H (-1.50380, 1.57079, 3.02024)  0.273
H (-0.82906, 2.36772, 4.43895)  0.421
H (-2.68606, 1.51987, 5.84065)  0.327
H (-3.34060, 2.31711, 4.43484)  0.391
H (-4.46438, 0.11345, 4.91787)  0.398
H (-3.79922, 0.24624, 3.29867)  0.343
H (-2.08286, -2.37870, 6.21632)  0.370
H (-3.73910, -1.78862, 6.36331)  0.478
H (-2.40544, -0.72056, 6.72564)  0.303
H (-3.56897, -2.02789, 2.77602)  0.294
H (-4.39673, -2.45076, 4.28040)  0.520
H (-2.82934, -3.17690, 3.89374)  0.460
H (1.29158, -0.68213, 3.73681)  0.445
H (1.34176, 1.08306, 3.86259)  0.500
H (0.50445, 0.30804, 2.50506)  0.223

Properties
Max |F| (eV/A): 0.70
Spin multiplicity: 3
Highest occupied orbital energy (spin up / spin down) (eV): -9.87 / -11.11
<S²>: 2.01
Frontier orbital gap (spin up / spin down) (eV): 7.07 / 8.31
Charge: +1
E_tot (eV): -49940.496


# 2
Here is a molecular structure, C28H60AlBr5Cl3F2NO7S2 from OMol25. Energies are from ωB97M-V/def2-TZVPD.

Last column: Mulliken charge in e.
Geometry (Å):
C (-4.22209, 1.30771, 1.17302)  -0.814
C (-3.64273, 1.47062, 2.65452)  -0.566
C (-2.37875, 0.54967, 2.99835)  -0.206
C (-1.43037, 0.21474, 1.75755)  0.895
C (-0.26588, -0.75553, 2.27244)  -0.453
N (0.32048, -1.65902, 1.16956)  0.385
S (0.53802, -0.65235, -0.25578)  0.111
C (1.60074, -2.21449, 1.73637)  -0.413
C (2.83359, -1.21256, 1.58786)  -0.483
C (3.69047, -1.66910, 0.31936)  -0.930
C (4.97631, -0.74257, 0.06606)  -0.103
C (4.74506, 0.03930, -1.31437)  0.090
C (4.89209, 1.60132, -0.99606)  -0.350
C (4.97400, 2.49688, -2.30967)  -0.662
C (3.51799, 2.76922, -2.94512)  -0.597
O (2.45995, 2.67267, -1.92734)  -0.139
C (1.23399, 3.01518, -2.55697)  0.428
C (0.41270, 4.31852, -2.14593)  -0.627
O (0.77411, 2.25134, -3.42180)  -0.625
C (-0.64590, -2.79682, 1.01029)  -0.211
C (-0.33561, -3.79336, -0.20639)  -0.556
O (-1.43886, -4.69532, -0.49254)  -0.291
C (-2.54474, -4.02477, -1.08101)  0.314
O (-3.65379, -4.23274, -0.55210)  -0.268
C (-2.49345, -3.05499, -2.33716)  -0.266
C (-3.17123, -1.61299, -1.98744)  -0.639
H (-3.44660, 1.35144, 0.34498)  0.193
H (-4.90258, 0.38038, 1.11029)  0.172
H (-4.92615, 2.20240, 0.99566)  0.364
H (-4.48605, 1.13604, 3.36695)  0.239
H (-3.46689, 2.57636, 2.92122)  0.364
H (-1.73433, 1.15249, 3.74220)  0.303
H (-2.72558, -0.37554, 3.56885)  -0.318
H (-2.05408, -0.31202, 0.96665)  -0.470
H (-0.96678, 1.20105, 1.40367)  0.141
H (0.56892, -0.18588, 2.81608)  0.042
H (-0.74071, -1.46682, 3.04642)  0.258
H (-0.58591, -0.84723, -1.06649)  -0.012
H (1.43614, -2.36827, 2.86758)  0.146
H (1.90850, -3.22957, 1.33210)  0.354
H (2.54419, -0.11367, 1.58917)  0.191
H (3.49657, -1.38009, 2.51352)  0.451
H (4.09175, -2.72551, 0.54509)  0.291
H (3.05564, -1.80157, -0.63211)  0.292
H (5.08120, -0.00681, 0.93419)  0.218
H (5.95928, -1.32832, 0.02562)  -0.026
H (5.52569, -0.33321, -2.05823)  0.012
H (3.68827, -0.13928, -1.70110)  0.244
H (5.90919, 1.74886, -0.36995)  0.042
H (4.04177, 1.89434, -0.28936)  0.287
H (5.53280, 3.45955, -2.04516)  0.464
H (5.59422, 1.95125, -3.10403)  0.265
H (3.49633, 3.82659, -3.37262)  0.335
H (3.35289, 2.00783, -3.78568)  0.282
H (-0.35267, 4.49041, -2.99335)  0.072
H (1.07558, 5.24261, -2.04749)  0.229
H (-0.18482, 4.16336, -1.17926)  0.531
H (-1.74405, -2.45996, 0.98833)  0.399
H (-0.55610, -3.42640, 1.97368)  0.095
H (-0.00720, -3.30112, -1.17675)  0.240
H (0.53405, -4.46791, 0.12317)  0.265
H (-3.10355, -3.49050, -3.18969)  0.387
H (-1.45003, -2.82324, -2.72428)  0.251
H (-3.23066, -1.55235, -0.84450)  -0.020
H (-2.49022, -0.77876, -2.36927)  0.213
H (-4.21260, -1.57209, -2.45029)  0.397
Br (7.37185, 2.72868, -0.31395)  -0.356
Al (-0.87006, 6.35877, -3.49691)  0.671
F (-3.14111, -4.44885, 1.45739)  -0.436
Br (-3.19898, 9.61408, -3.05691)  -0.160
C (-3.18896, 10.55337, -1.34961)  -0.522
C (-1.80548, 11.04574, -1.00805)  -0.567
Br (-0.67556, 9.59007, -0.37044)  -0.136
H (-3.59879, 9.86899, -0.60743)  0.372
H (-3.87470, 11.39143, -1.48177)  0.322
H (-1.84373, 11.75859, -0.18329)  0.331
H (-1.28977, 11.50202, -1.85233)  0.368
C (3.51316, 1.11006, 4.20051)  -0.224
O (2.32546, 0.39476, 4.51223)  -0.438
H (3.85275, 0.81022, 3.20964)  -0.074
H (3.30901, 2.18376, 4.20258)  0.287
H (4.28845, 0.87568, 4.93429)  0.266
H (2.04375, 0.67531, 5.39126)  0.270
Br (6.63162, -4.99022, -3.91685)  -0.126
C (6.98354, -3.10857, -4.28182)  -0.499
C (8.19435, -2.62062, -3.52639)  -0.621
Br (7.77965, -2.31512, -1.64703)  -0.043
H (6.07352, -2.56152, -4.03618)  0.269
H (7.15514, -3.05539, -5.35800)  0.360
H (8.51966, -1.65102, -3.90655)  0.347
H (9.03173, -3.31690, -3.55801)  0.400
C (-3.69520, -3.16381, 4.61532)  -0.162
Cl (-4.23290, -2.02384, 3.37312)  -0.042
Cl (-2.23793, -4.01575, 4.09284)  0.086
Cl (-3.40776, -2.32443, 6.14663)  -0.134
H (-4.48382, -3.89702, 4.76955)  0.427
C (-8.49573, -4.36312, 0.60154)  -1.013
S (-7.02958, -4.03077, -0.39940)  0.682
O (-7.49024, -3.38674, -1.66806)  -0.703
C (-6.66395, -5.75823, -0.77080)  -0.989
H (-8.92153, -3.41011, 0.91715)  0.306
H (-9.23259, -4.91234, 0.01240)  0.332
H (-8.21151, -4.94160, 1.48212)  0.347
H (-7.51643, -6.21941, -1.27335)  0.409
H (-6.44008, -6.29004, 0.15532)  0.336
H (-5.79373, -5.79271, -1.42638)  0.254
F (0.13500, -2.95885, 4.33346)  -0.721
O (-0.60937, 3.30522, -0.27428)  -0.871
H (0.29986, 3.35848, -0.57116)  0.188

Properties
Max |F| (eV/A): 5.31
Highest occupied orbital energy (eV): -6.63
Frontier orbital gap (eV): 1.27
E_tot (eV): -467292.695